Formula: C7H12N5O2
Source: OMol25
Level of theory: ωB97M-V with the def2-TZVPD basis set

Its molar mass is 198.2 g/mol. As for the total charge: +1. Its lowest unoccupied orbital energy is -3.59 eV. The multiplicity is 1.

Each line ends with the natural charge from an NBO analysis.
Positions of all 26 atoms, in Å:
1 C -2.47 2.02 -0.14  -0.40
2 N -1.41 0.95 -0.14  -0.39
3 C -1.71 -0.45 -0.09  0.19
4 C -3.22 -0.71 -0.18  -0.08
5 O -3.53 -1.93 0.47  -0.70
6 C -0.74 -1.40 -0.05  -0.08
7 N 0.58 -1.15 0.00  -0.50
8 C 0.96 0.10 0.08  0.37
9 N 2.26 0.55 0.16  -0.61
10 C 3.34 -0.28 0.07  0.67
11 N 4.58 0.31 0.06  -0.77
12 N 3.17 -1.54 -0.25  -0.77
13 C -0.18 1.40 0.11  0.65
14 O 0.13 2.56 0.32  -0.60
15 H -3.19 1.77 0.56  0.22
16 H -2.02 2.91 -0.07  0.24
17 H -3.07 2.04 -1.13  0.22
18 H -3.57 -0.60 -1.12  0.19
19 H -3.66 -0.04 0.50  0.20
20 H -3.33 -2.71 0.04  0.48
21 H -0.90 -2.46 0.25  0.24
22 H 2.24 1.62 0.23  0.48
23 H 5.43 -0.26 0.26  0.44
24 H 4.49 1.32 0.29  0.42
25 H 3.80 -2.30 -0.09  0.43
26 H 2.01 -1.75 -0.14  0.45